w) 2 unconnected molecules or ions with the total composition C5H11NO2. Source: OMol25; level of theory: ωB97M-V/def2-TZVPD.

The geometry in ORCA input format:
```
! wB97M-V def2-TZVPD RIJCOSX def2/J DEFGRID3
* xyz 0 1
C -0.65520 1.89373 -0.11241
C -0.72936 0.45670 0.24434
C -0.38600 -0.68754 -0.75032
C 0.62296 -0.28414 0.21007
C 1.99333 0.18922 -0.09971
H -0.29038 2.46902 0.71971
H 0.15891 1.92040 -0.87653
H -1.59515 2.32303 -0.57268
H -2.30852 -0.51115 0.84973
H -0.25768 -0.14412 -1.78578
H -1.64541 -2.39822 -1.16210
H -0.43243 -2.62379 -0.11136
H 2.08432 1.64177 -0.49572
H 2.70838 -0.52769 -0.74175
H 2.53442 0.37789 0.99605
H 0.06460 -1.30104 1.72976
N -1.12527 -1.86368 -0.48155
O -1.68698 0.23040 1.18597
O 0.94547 -1.16078 1.25429
*
```

=====

x) 2 unconnected molecules or ions with the total composition C5H11NO2. Source: OMol25; level of theory: ωB97M-V/def2-TZVPD.

## Properties
SMILES string   C=NCCCC=O.O

The geometry in ORCA input format:
```
! wB97M-V def2-TZVPD RIJCOSX def2/J DEFGRID3
* xyz 0 1
O 1.15020 1.85927 -0.57032
C 1.23496 0.72004 -0.95693
C 1.35931 -0.46523 -0.04290
C 0.46848 -1.61206 -0.58109
C -1.05390 -1.29734 -0.52914
C -2.05661 0.50006 0.54571
N -1.43577 -0.58094 0.62683
H 1.19739 0.51755 -2.04719
H 1.03066 -0.10959 0.93352
H 2.34782 -0.90594 0.07011
H 0.60242 -2.49962 0.03620
H 0.78015 -1.78181 -1.61287
H -1.29784 -0.74987 -1.46033
H -1.54468 -2.24804 -0.59311
H -2.30782 0.98912 -0.40832
H -2.35277 1.05247 1.43690
H -0.09027 1.88572 1.65935
H 1.34727 2.34854 1.42953
O 0.62103 2.37767 2.06406
*
```

=====

y) 2 unconnected molecules or ions with the total composition C5H11NO2. Source: OMol25; level of theory: ωB97M-V/def2-TZVPD.

## Properties
SMILES string   C/N=C/O.C=C(C)O

The geometry in ORCA input format:
```
! wB97M-V def2-TZVPD RIJCOSX def2/J DEFGRID3
* xyz 0 1
C -1.30647 0.00429 2.07017
C 0.87942 -0.35975 1.35614
O 1.86750 -1.17525 0.94741
N -0.29110 -0.80915 1.47944
H 2.68567 -0.68280 0.82082
H 1.19115 0.64182 1.71123
H -0.97806 1.02567 2.31586
H -1.67030 -0.48700 2.97411
H -2.13837 0.06950 1.36773
C -0.45822 -1.01157 -1.74513
C -0.14135 0.40536 -1.40068
C 1.08696 0.93726 -1.42056
O -1.25070 1.12660 -1.08775
H -1.00403 2.03888 -0.89240
H -1.28691 -1.03688 -2.45050
H -0.76043 -1.53881 -0.84054
H 0.41064 -1.51549 -2.15532
H 1.24706 1.98975 -1.24086
H 1.91754 0.37757 -1.80917
*
```

=====

Of the structures shown above, y) is the most stable.